Molecular formula: C23H29BBr3N2O6PS3SbTi
Method: DFT, ωB97M-V/def2-TZVPD

Calculated values
HOMO energy (alpha / beta): 0.22 / 0.10 eV
net charge: -2
gap between HOMO and LUMO (alpha / beta): 3.52 / 3.64 eV
total energy: -321847.59200 eV
strongest force on any atom: 1.47 eV/A
lowest unoccupied orbital energy (alpha / beta): 3.74 / 3.74 eV
2S+1: 2

Each line ends with the Löwdin spin population.
CARTESIAN COORDINATES (ANGSTROEM)
Ti 1.7955 -0.2775 0.7294  0.448
S 4.8859 2.2882 2.6518  0.038
Sb 3.8304 0.2506 2.9970  0.129
S 0.0966 0.5793 2.4175  -0.001
S 4.1463 -1.0216 0.9571  0.067
Br -0.9485 -1.3020 -3.5671  0.001
C 0.6456 -0.2812 -3.4334  0.002
C 1.2419 0.1986 -4.6095  0.000
C 2.3948 0.9344 -4.5565  0.003
Br 3.1572 1.5547 -6.1896  0.000
C 3.0151 1.2344 -3.3182  0.000
C 4.1713 2.0221 -3.1304  0.004
C 4.6233 2.2625 -1.8619  0.000
C 3.9630 1.6943 -0.7576  0.006
N 2.8805 0.9620 -0.9077  0.001
C 2.3915 0.7479 -2.1532  0.000
C 1.1808 -0.0419 -2.1724  0.001
O 0.6971 -0.4638 -1.0662  0.005
H 0.7788 -0.0222 -5.5611  0.000
H 4.6800 2.4358 -3.9918  0.000
H 5.5007 2.8709 -1.6889  0.000
H 4.3323 1.8358 0.2554  0.001
C -2.2434 3.0309 0.8961  0.000
O -1.4013 2.9702 -0.2466  0.000
P 0.2272 2.9695 -0.1625  0.001
O 0.5156 4.1763 -1.2658  0.001
C 0.6570 3.8022 -2.6289  0.000
O 0.3943 3.8856 1.1636  0.000
C 1.6735 3.8204 1.8115  0.000
H -3.2051 2.6074 0.6029  0.000
H -2.3806 4.0673 1.2127  0.000
H -1.8315 2.4547 1.7245  0.000
H -0.0210 4.4107 -3.2306  0.000
H 0.4130 2.7498 -2.8002  0.000
H 1.6850 3.9746 -2.9559  0.000
H 1.5785 4.3449 2.7593  0.000
H 2.4434 4.3004 1.2057  0.000
H 1.9679 2.7903 2.0088  0.000
C -2.1197 -2.5973 -0.0071  0.000
C -2.8289 -1.3350 0.4715  0.000
C -3.8721 -0.9025 -0.5434  0.000
O -1.8410 -0.3062 0.5710  0.001
B -1.3400 -0.3174 1.8633  0.000
O -2.1838 -1.0514 2.7046  0.001
C -3.3397 -1.4301 1.9420  0.000
C -4.4311 -0.4078 2.2451  0.000
C -3.7809 -2.8164 2.3795  0.000
H -1.5671 -2.3577 -0.9188  0.000
H -2.8303 -3.4006 -0.2156  0.000
H -1.4003 -2.9482 0.7335  0.000
H -3.3988 -0.8375 -1.5232  0.000
H -4.2809 0.0772 -0.2991  0.000
H -4.6875 -1.6297 -0.5948  0.000
H -4.1117 0.5892 1.9370  0.000
H -4.6071 -0.3932 3.3216  0.000
H -5.3661 -0.6530 1.7367  0.000
H -2.9543 -3.5212 2.3197  0.000
H -4.6012 -3.1768 1.7529  0.000
H -4.1276 -2.7769 3.4139  0.000
Br 1.3309 -5.7114 -1.0309  -0.004
C 1.0786 -4.5045 0.4260  0.003
C 0.5581 -4.9954 1.6306  0.101
C 0.4522 -4.0391 2.6638  0.007
C 0.7809 -2.7304 2.4472  0.061
N 1.2178 -2.2516 1.2346  0.039
C 1.4190 -3.1961 0.2518  0.068
H 0.2924 -6.0334 1.7581  0.008
H 0.0959 -4.3279 3.6452  -0.002
H 0.6780 -1.9905 3.2287  0.003
H 1.8339 -2.8433 -0.6829  0.005

Forces on atoms 1 to 6 (eV/Å):
1.096 0.219 0.879
0.312 0.571 -0.049
-0.868 -0.404 -0.568
0.211 -0.141 0.012
-0.347 -0.340 -0.163
0.034 0.016 -0.042